# 1
The following is a DFT calculation (ωB97M-V/def2-TZVPD) of a single C17H18BrFN2O2 molecule.

XYZ file:
```
41
Properties=species:S:1:pos:R:3:forces:R:3:nbo_charge:R:1
H -1.3134 0.0307 1.7024 -0.097 -0.024 -0.013 0.182
C -2.2345 -1.8117 1.0589 0.103 0.582 -0.044 -0.231
H -1.4449 -1.2662 -1.2340 0.087 -0.143 -0.024 0.255
H -3.0840 -2.1118 0.4286 -0.019 -0.054 0.081 0.187
N -0.9605 -2.2689 0.5285 -0.272 -0.022 -0.062 -0.464
H 0.3641 -3.8660 0.5402 0.052 -0.086 0.027 0.208
F 2.0955 0.1455 1.8986 0.021 -0.052 -0.128 -0.336
C -2.3753 3.5585 -1.6342 -0.001 -0.066 -0.002 -0.186
H 5.3922 -0.2908 -2.0761 0.046 -0.004 -0.054 0.231
C 2.5323 -0.6336 -0.2915 0.447 0.200 -0.030 0.075
H -2.5026 1.5082 -2.2561 -0.010 -0.083 -0.097 0.222
C -2.1816 3.9104 0.7225 -0.003 0.125 -0.094 -0.185
C 4.7035 -0.2027 -1.2507 0.202 0.156 0.189 -0.238
C 2.9617 0.0319 0.8617 0.067 -0.086 -0.253 0.431
N 1.2470 -1.1426 -0.3169 -0.306 0.115 0.477 -0.624
H 3.1214 -1.2437 -2.2490 -0.019 -0.012 -0.014 0.262
C -2.2486 -0.2898 1.2243 -0.203 -0.295 0.375 -0.072
O 1.0600 -2.0664 -2.4014 0.033 -0.085 -0.352 -0.604
C -2.4128 2.1952 -1.4291 -0.007 -0.175 0.099 -0.283
H -2.1589 2.1703 1.9533 0.008 -0.065 0.072 0.219
H -2.4359 3.9480 -2.6393 -0.003 0.020 -0.088 0.216
H -2.2295 5.4912 -0.7183 0.005 0.090 -0.010 0.214
C 4.2224 0.5726 0.9822 -0.075 -0.052 -0.052 -0.320
H -0.5608 -3.6535 2.0326 0.033 -0.069 0.025 0.202
C 5.0908 0.4461 -0.0905 0.091 0.015 -0.048 -0.082
H 0.6937 -1.0567 0.5339 0.125 -0.096 -0.195 0.436
H -2.3689 -2.2508 2.0494 -0.026 0.024 -0.035 0.209
C 0.5954 -1.7977 -1.3180 -0.088 0.032 0.315 0.679
C -2.2591 4.4244 -0.5577 0.010 0.159 0.085 -0.243
H -2.0912 4.5757 1.5685 0.009 0.048 0.064 0.214
C 3.4334 -0.7381 -1.3502 -0.149 -0.043 0.040 -0.210
H 4.5107 1.0772 1.8904 -0.006 0.032 0.077 0.243
H -1.3379 -4.3659 0.5989 0.000 -0.015 -0.029 0.174
C -0.8387 -2.1171 -0.9131 -0.088 -0.009 -0.146 -0.335
H -3.0927 -0.0056 1.8678 0.076 0.036 -0.050 0.180
C -2.2188 2.5425 0.9427 -0.010 -0.351 0.127 -0.330
Br 6.8389 1.1792 0.0458 -0.140 -0.056 -0.008 0.054
C -2.3359 1.6759 -0.1366 0.011 0.162 -0.143 0.386
O -2.3857 0.3135 -0.0444 -0.015 0.099 -0.168 -0.535
C -0.6149 -3.6142 0.9456 0.010 -0.009 0.053 -0.408
H -1.1757 -3.0031 -1.4698 0.103 0.059 0.032 0.203
```
Forces are in eV/Å.

Molecular weight (g/mol): 381.24
Calculated total energy (hartree): -3592.482365
Max |F| (eV/Å): 0.59
SMILES: CN(CCOc1ccccc1)CC(=O)Nc1ccc(Br)cc1F


# 2
The following is a DFT calculation (ωB97M-V/def2-TZVPD) of a 2-piece molecular cluster, C3H6NO2 overall in a non-equilibrium geometry.

XYZ file:
```
12
Properties=species:S:1:pos:R:3:forces:R:3:nbo_charge:R:1
O 3.1428 1.8841 0.5707 -0.108 0.150 -0.211 -0.785
H 0.0479 0.4419 -0.9227 0.014 -0.478 0.392 0.190
C -1.6720 -1.3839 -0.4475 -0.717 0.185 0.923 -0.454
C 2.6004 0.8815 1.0721 0.310 0.226 0.047 0.632
C -0.9418 0.7654 -0.6106 -0.363 0.938 -0.916 -0.014
H -2.3851 -1.8727 0.2273 0.016 -0.225 -0.355 0.180
H -0.6821 -1.6460 -0.0767 0.259 0.157 -0.208 0.206
N -1.9626 0.0614 -0.3609 0.875 -0.482 -0.233 -0.453
H -1.0581 1.8480 -0.6781 -0.102 0.044 0.413 0.148
H 3.2469 0.3789 1.8437 -0.146 -0.281 0.136 -0.021
H -1.8159 -1.7353 -1.4680 -0.052 -0.100 -0.027 0.180
O 1.4796 0.3766 0.8507 0.014 -0.134 0.039 -0.809
```
Forces are in eV/Å.

Molecular weight (g/mol): 88.09
Energy relative to the best compared isomer or geometry (same formula, charge and spin) (eV): 1.466
Calculated total energy (hartree): -323.164394
Total charge: -1
Max |F| (eV/Å): 1.36


# 3
The following is a DFT calculation (ωB97M-V/def2-TZVPD) of a 2-piece molecular cluster, C7H12N2O overall in a non-equilibrium geometry.

XYZ file:
```
22
Properties=species:S:1:pos:R:3:forces:R:3:nbo_charge:R:1
H 4.0092 -0.0122 -0.3560 -1.942 0.825 0.857 0.488
H -2.7086 -0.3000 -1.1706 0.206 0.037 0.221 0.220
N 0.1646 1.2124 -0.0421 -0.114 0.181 0.132 -0.628
H -3.2092 1.3107 0.6507 0.279 -0.161 0.027 0.222
H -1.5453 1.8676 -1.1572 0.111 -0.204 0.241 0.200
H -1.0020 -1.9736 -1.1051 -0.030 0.108 0.203 0.206
H 0.2548 1.5175 0.9233 0.009 -0.045 -0.151 0.358
C 2.3390 0.1585 0.1997 2.495 -1.999 -4.819 0.604
C -1.2345 1.1447 -0.3979 -0.187 0.143 -0.200 -0.066
H 0.1472 -0.9847 1.5544 0.010 -0.073 -0.216 0.195
H 2.6506 1.9382 -0.5577 0.599 0.367 -0.495 0.389
C -1.9364 -0.1930 -0.4061 -0.128 -0.020 -0.181 -0.230
H 0.9147 -0.2519 -1.3099 0.372 0.112 0.413 0.223
C 0.8932 -0.0348 -0.2264 -0.908 0.099 1.424 -0.101
C 0.2281 -1.2179 0.4804 -0.082 -0.041 0.119 -0.419
H -1.7346 -2.1498 0.4902 0.128 0.160 -0.174 0.214
C -1.1500 -1.4631 -0.1405 -0.089 -0.167 -0.019 -0.400
H 0.8363 -2.1257 0.3844 -0.060 0.288 0.068 0.240
C -2.2426 0.8065 0.6718 -0.142 0.079 0.156 -0.432
H -1.8467 0.6180 1.6722 -0.101 0.044 -0.276 0.209
N 3.0996 1.0359 -0.4370 -0.539 0.595 1.507 -0.811
O 3.0727 -0.9034 0.2796 0.112 -0.329 1.161 -0.682
```
Forces are in eV/Å.

Molecular weight (g/mol): 140.19
Energy relative to the best compared isomer or geometry (same formula, charge and spin) (eV): 3.463
Calculated total energy (hartree): -458.561607
Max |F| (eV/Å): 5.78


# 4
The following is a DFT calculation (ωB97M-V/def2-TZVPD) of C21H30CeN2Si as an isolated structure in a non-equilibrium geometry.

XYZ file:
```
55
Properties=species:S:1:pos:R:3:forces:R:3:lowdin_charge:R:1
H -2.2630 -0.6255 1.4704 -0.020 -0.120 -0.296 0.104
Si 1.9825 -2.6862 -4.4392 1.857 -2.923 -5.122 0.715
H -0.3501 0.1236 2.7609 0.285 0.011 -0.137 0.120
H -2.3284 1.7299 1.0095 -0.023 -0.057 -0.271 0.116
C 0.7088 -1.9675 -3.1884 -1.459 1.558 3.775 -0.134
H -2.0107 -2.0159 0.6933 -0.302 0.164 -0.046 0.111
C 3.7946 -0.5390 -4.8958 0.491 0.009 0.186 -0.100
H 7.1812 -0.4343 -5.3657 -0.417 -0.140 0.023 0.124
H 1.1263 -7.5364 -5.0433 0.273 0.315 0.320 0.124
C -3.3480 -0.7540 -0.2971 0.189 -0.419 0.216 -0.215
H 0.7467 -2.1451 -2.0756 0.105 0.338 -0.590 0.058
H 0.8771 -2.2941 -5.3998 0.804 -0.460 0.006 0.073
C 5.9803 -2.2384 -5.3399 -0.352 0.186 -0.097 -0.039
C 2.9441 -4.8584 -2.8636 -0.057 -0.315 0.018 -0.090
H 3.2173 -0.4340 0.2404 -0.276 0.140 0.144 0.126
H 3.6538 -6.5130 -1.6707 -0.211 0.041 -0.286 0.119
C 6.1750 -0.8506 -5.2620 -0.377 -0.261 0.076 -0.034
C 2.4002 -7.1782 -3.3200 0.082 0.432 -0.014 -0.038
H 1.8238 -1.5678 -3.3034 -1.220 0.080 0.809 0.101
H 1.5706 -1.6580 2.0269 0.121 0.310 -0.090 0.123
N -1.5855 1.6136 -0.9641 0.042 0.313 -0.399 -0.083
H -4.1611 -1.4010 0.0563 0.068 0.197 -0.291 0.129
C 4.6976 -2.7771 -5.1667 0.284 0.015 0.327 -0.070
C 3.6084 -1.9340 -4.8744 0.017 0.694 0.292 -0.294
H 4.5425 -3.8559 -5.2456 0.158 0.321 0.166 0.112
H 2.4993 -8.2355 -3.0730 -0.060 0.298 -0.067 0.121
C 0.4280 0.2876 2.0184 0.809 -0.062 -0.260 -0.222
H -3.1127 -1.0590 -1.3250 -0.037 0.045 0.118 0.112
H 2.2897 2.0928 -0.1674 0.022 -0.270 0.304 0.120
H 6.8253 -2.9036 -5.5308 -0.312 0.238 0.017 0.123
C -2.7277 1.7690 -0.0135 0.190 0.239 -0.180 -0.215
H -1.0033 2.4567 -0.9709 -0.312 -0.104 0.154 0.108
C 1.5201 -5.4344 -4.7576 0.074 0.063 0.265 -0.085
C 3.0533 -6.2153 -2.5319 -0.160 0.220 -0.312 -0.049
H 0.0982 2.4449 1.4132 0.240 -0.203 -0.035 0.120
C -3.7991 0.7081 -0.2486 -0.544 0.273 0.018 -0.166
H 5.2252 1.0801 -5.0322 -0.084 -0.390 -0.057 0.119
H 3.4517 -4.1033 -2.2541 -0.053 -0.310 -0.173 0.112
C 0.6687 1.5256 1.2969 0.448 -0.453 0.002 -0.226
H -4.5685 0.8236 0.5321 0.343 0.026 -0.168 0.132
H 0.1482 -2.8789 -3.4634 0.784 0.159 -0.281 0.119
C 1.6357 -6.7864 -4.4261 -0.023 -0.050 -0.106 -0.051
H 0.9230 -5.1072 -5.6150 0.174 -0.319 0.230 0.110
C 5.0754 -0.0022 -5.0614 -0.048 -0.049 -0.095 -0.055
C 2.3434 0.0132 0.7172 0.064 0.770 1.519 -0.226
H 2.9353 0.1267 -4.7736 0.287 -0.041 0.042 0.103
N -2.1326 -1.0125 0.5305 -0.360 -0.073 0.531 -0.084
C 1.4718 -0.6392 1.6546 1.115 0.837 0.367 -0.219
Ce 0.1357 -0.1864 -0.3508 -3.083 -0.646 -2.236 1.108
H 0.0865 -1.1220 -3.4989 0.250 -0.077 0.090 0.101
C 2.1826 -4.4659 -3.9789 -0.521 0.064 0.216 -0.313
C 1.8538 1.3464 0.4974 0.920 -0.373 0.829 -0.224
H -3.1608 2.7685 -0.1469 -0.089 -0.286 0.161 0.134
H -4.3271 0.9375 -1.1886 0.163 -0.118 0.242 0.128
H -1.9312 1.5359 -1.9212 -0.260 0.163 0.151 0.106
```
Forces are in eV/Å.

Molecular weight (g/mol): 478.69
Calculated total energy (hartree): -1691.585513
Total charge: +2
Max |F| (eV/Å): 6.18


What did the first record say?
The following is a DFT calculation (ωB97M-V/def2-TZVPD) of a single C17H18BrFN2O2 molecule.

XYZ file:
```
41
Properties=species:S:1:pos:R:3:forces:R:3:nbo_charge:R:1
H -1.3134 0.0307 1.7024 -0.097 -0.024 -0.013 0.182
C -2.2345 -1.8117 1.0589 0.103 0.582 -0.044 -0.231
H -1.4449 -1.2662 -1.2340 0.087 -0.143 -0.024 0.255
H -3.0840 -2.1118 0.4286 -0.019 -0.054 0.081 0.187
N -0.9605 -2.2689 0.5285 -0.272 -0.022 -0.062 -0.464
H 0.3641 -3.8660 0.5402 0.052 -0.086 0.027 0.208
F 2.0955 0.1455 1.8986 0.021 -0.052 -0.128 -0.336
C -2.3753 3.5585 -1.6342 -0.001 -0.066 -0.002 -0.186
H 5.3922 -0.2908 -2.0761 0.046 -0.004 -0.054 0.231
C 2.5323 -0.6336 -0.2915 0.447 0.200 -0.030 0.075
H -2.5026 1.5082 -2.2561 -0.010 -0.083 -0.097 0.222
C -2.1816 3.9104 0.7225 -0.003 0.125 -0.094 -0.185
C 4.7035 -0.2027 -1.2507 0.202 0.156 0.189 -0.238
C 2.9617 0.0319 0.8617 0.067 -0.086 -0.253 0.431
N 1.2470 -1.1426 -0.3169 -0.306 0.115 0.477 -0.624
H 3.1214 -1.2437 -2.2490 -0.019 -0.012 -0.014 0.262
C -2.2486 -0.2898 1.2243 -0.203 -0.295 0.375 -0.072
O 1.0600 -2.0664 -2.4014 0.033 -0.085 -0.352 -0.604
C -2.4128 2.1952 -1.4291 -0.007 -0.175 0.099 -0.283
H -2.1589 2.1703 1.9533 0.008 -0.065 0.072 0.219
H -2.4359 3.9480 -2.6393 -0.003 0.020 -0.088 0.216
H -2.2295 5.4912 -0.7183 0.005 0.090 -0.010 0.214
C 4.2224 0.5726 0.9822 -0.075 -0.052 -0.052 -0.320
H -0.5608 -3.6535 2.0326 0.033 -0.069 0.025 0.202
C 5.0908 0.4461 -0.0905 0.091 0.015 -0.048 -0.082
H 0.6937 -1.0567 0.5339 0.125 -0.096 -0.195 0.436
H -2.3689 -2.2508 2.0494 -0.026 0.024 -0.035 0.209
C 0.5954 -1.7977 -1.3180 -0.088 0.032 0.315 0.679
C -2.2591 4.4244 -0.5577 0.010 0.159 0.085 -0.243
H -2.0912 4.5757 1.5685 0.009 0.048 0.064 0.214
C 3.4334 -0.7381 -1.3502 -0.149 -0.043 0.040 -0.210
H 4.5107 1.0772 1.8904 -0.006 0.032 0.077 0.243
H -1.3379 -4.3659 0.5989 0.000 -0.015 -0.029 0.174
C -0.8387 -2.1171 -0.9131 -0.088 -0.009 -0.146 -0.335
H -3.0927 -0.0056 1.8678 0.076 0.036 -0.050 0.180
C -2.2188 2.5425 0.9427 -0.010 -0.351 0.127 -0.330
Br 6.8389 1.1792 0.0458 -0.140 -0.056 -0.008 0.054
C -2.3359 1.6759 -0.1366 0.011 0.162 -0.143 0.386
O -2.3857 0.3135 -0.0444 -0.015 0.099 -0.168 -0.535
C -0.6149 -3.6142 0.9456 0.010 -0.009 0.053 -0.408
H -1.1757 -3.0031 -1.4698 0.103 0.059 0.032 0.203
```
Forces are in eV/Å.

Molecular weight (g/mol): 381.24
Calculated total energy (hartree): -3592.482365
Max |F| (eV/Å): 0.59
SMILES: CN(CCOc1ccccc1)CC(=O)Nc1ccc(Br)cc1F


Question: Which of these has the highest calculated total energy?
Answer: C3H6NO2